DFT (the ωB97M-V functional and the def2-TZVPD basis) results for a molecular structure, C23H33BClFeN10O5.

Structure (XYZ):
```
74
Properties=species:S:1:pos:R:3:mulliken_charge:R:1
N 0.6536 -2.2870 -2.5546 -0.07
C -3.0979 3.1220 4.5641 -0.22
N -1.1055 -0.3956 -1.5296 -0.25
H -3.7009 1.6454 -1.8550 0.38
N -1.8164 -3.3135 -1.1274 0.30
C 3.8411 1.6205 -0.5135 2.41
C 3.6207 3.1502 -0.3652 -1.66
N -3.0449 -3.1541 -3.4671 0.44
C -1.6091 4.9755 4.9895 -0.19
H 5.0573 1.9084 -2.2917 0.37
H -4.3225 -2.1498 -6.2407 0.46
H 2.7897 3.5689 -0.9374 0.39
C 3.5822 -2.2878 2.0945 -0.61
H -1.6266 5.0665 6.0771 0.25
H -3.5156 -4.5555 -0.9767 0.51
H -3.0593 -4.4089 1.6526 0.38
H -3.9744 1.4376 3.3569 0.36
N 1.5722 0.2601 -0.6930 -0.26
C 1.7397 -2.9836 -2.9754 -0.16
C -3.0051 1.8671 3.7091 -1.05
H 4.4766 1.5094 1.5521 0.31
C -1.2043 -3.3237 1.0022 -0.12
C -4.2364 -2.5365 -5.2454 -0.09
N -0.8626 -2.8744 -0.2447 -0.13
N -1.9584 -1.0966 -2.3839 0.73
H 4.8445 0.0376 0.5081 0.32
N -2.9856 -2.7973 -4.8304 -0.85
C -5.1488 -2.7263 -4.1807 -0.93
C -3.0618 -0.3063 -2.5332 -0.01
H -3.7620 3.9062 4.0793 0.29
H -0.1153 6.4865 4.7921 0.41
H -2.4044 2.0387 2.7913 0.22
H 4.6313 -1.9978 2.1542 0.34
H -6.1543 -2.3709 -4.2025 0.39
C 2.4708 0.9515 -0.4189 -0.33
H -3.9294 -0.5938 -3.1508 0.25
H 3.4118 1.3051 -2.5851 0.46
H 2.0117 -4.3418 -4.7091 0.37
H 4.5112 3.6443 -0.6727 0.46
H -0.3978 5.5191 3.3169 0.28
O 3.9833 5.4899 4.1098 -0.32
H -2.5563 1.0407 4.2549 0.29
H 4.6232 0.1652 -2.0161 0.32
O 4.7455 3.6546 3.2493 -0.28
H 3.5238 3.4488 0.6558 0.26
C 1.3341 -3.8386 -4.0493 -1.27
C 2.8816 -2.1506 0.7165 0.47
C 4.7780 1.1277 0.5458 -1.58
C -0.0428 -3.6514 -4.2325 -0.04
H -2.4722 5.5315 4.5620 0.30
H -3.5161 2.9304 5.5375 0.27
H -4.7081 -3.5902 -2.1828 0.24
C -0.3480 5.5259 4.4110 -1.14
O -1.7169 3.5792 4.7643 -0.30
N -0.4906 -2.7970 -3.2435 0.26
H -0.7537 -4.0137 -4.9353 0.53
H 2.6888 -2.7843 -2.5589 0.63
N 3.8272 4.4637 3.4330 0.59
Fe 0.4203 -1.4594 -0.7862 -0.27
H 0.5387 4.9325 4.7274 0.23
H -1.1597 1.6012 -0.7048 0.41
C -2.3869 -4.0551 0.8913 -1.27
C -1.6408 0.8070 -1.3310 -0.08
O 3.5076 -2.1039 -0.3250 -0.56
Cl 3.5901 -4.0331 2.7213 -0.23
B -1.9161 -2.6600 -2.5938 0.64
C -4.4033 -3.2136 -3.1540 -0.15
C -2.7334 -4.0194 -0.4354 0.02
H -0.4817 -3.2047 1.7856 0.52
O 1.5473 -2.1814 0.8158 -0.58
H 3.0525 -1.7092 2.8544 0.35
C -2.9037 0.9057 -1.9225 -1.18
C 4.2458 1.2205 -1.9320 -1.61
H 5.8271 1.5215 0.4126 0.38
```

2S+1 = 6
energy relative to the best compared isomer or geometry (same formula, charge and spin) = 0.000 eV
gap between HOMO and LUMO (spin up / spin down) = 7.3 / 4.5 eV
net charge = 0



DFT (the ωB97M-V functional and the def2-TZVPD basis) results for 11 unconnected molecules or ions with the total composition C26H74O11.

Structure (XYZ):
```
111
Properties=species:S:1:pos:R:3:mulliken_charge:R:1
O 17.6373 21.3096 1.9749 -0.07
H 12.7478 24.4156 -5.0392 0.40
H 20.2194 24.0972 0.4287 0.48
O 13.3196 26.2374 2.0132 -0.53
H 17.6125 22.9964 -5.7277 0.10
C 15.2667 26.7551 0.7034 -1.09
H 20.1651 22.2922 -6.6492 0.35
C 17.8118 19.7788 3.8934 -1.35
H 23.4658 23.1405 -0.4830 0.34
H 22.5176 24.0084 0.8989 0.44
O 16.4046 20.0493 -4.6548 -0.53
C 15.9939 21.7632 3.7014 -1.24
C 22.0724 23.0329 0.7033 0.07
H 15.7285 26.1990 -3.2546 0.45
H 19.8188 25.5151 -1.9906 0.01
H 13.3781 25.9336 -4.3712 0.37
C 17.3807 22.8305 -1.0367 0.16
H 10.1039 23.3140 -0.8941 0.26
H 20.4115 23.9473 -5.9073 0.26
H 17.1123 21.2207 -2.0552 0.07
C 13.6550 24.9724 -4.8043 -1.61
C 10.7305 22.7169 -0.2317 -0.54
H 21.7277 22.9002 2.8621 0.35
H 13.6723 18.9473 -3.3641 0.52
C 16.1569 23.1759 -0.4111 0.75
H 18.0574 22.0299 3.7174 0.36
H 12.7938 20.9862 -4.5131 0.26
H 18.5945 21.2368 1.9759 0.00
O 13.7389 20.6359 -2.1010 0.19
C 19.7020 23.1997 -6.2618 -1.35
H 15.9432 18.0501 1.8705 0.19
H 18.4813 23.8592 -4.5548 -0.57
C 17.4089 21.2311 3.3575 0.41
H 10.3034 22.6902 0.7708 0.37
H 21.0368 23.5932 -0.9760 0.27
H 19.9108 27.6630 -4.9866 0.33
H 16.5421 24.7448 -2.8344 -0.32
C 16.2033 18.5055 -0.1002 0.79
H 19.1700 23.4652 -7.1754 0.39
C 20.1323 28.2778 -4.1142 -1.42
H 12.9043 26.1860 2.8772 0.33
H 15.5897 28.5320 3.0659 0.35
H 14.1719 25.0608 -5.7599 0.38
H 17.9149 23.7512 -1.2710 -0.17
H 19.9656 29.1231 -2.0255 0.31
H 15.7876 22.7470 3.2800 0.16
H 21.3419 27.3191 -2.6171 0.16
O 15.1731 23.1074 -4.3993 -0.54
O 18.7994 21.8261 -4.4781 -0.63
O 19.8992 28.2041 -1.7560 -0.58
O 15.9897 19.9034 -0.2870 -0.09
H 15.1046 25.8267 2.7049 -0.06
C 15.8802 25.1722 -3.5876 -0.78
H 20.1634 22.3911 -0.1789 0.08
O 17.2815 22.1427 -2.2622 0.29
H 15.8778 20.5041 -5.3119 0.26
O 10.8080 21.4206 -0.6514 -0.57
H 21.3991 21.4063 2.0065 0.21
C 13.0693 19.6650 -2.8077 -0.35
H 20.3145 25.4423 -3.6772 0.38
H 12.6805 22.4879 0.4621 0.31
H 16.7431 18.1924 -2.0980 0.39
H 14.4778 18.8346 1.2874 0.25
H 12.5954 23.4302 -1.2166 0.28
H 15.4087 22.4099 -0.6147 -0.39
H 15.0432 17.8764 -1.9501 0.25
H 20.9712 28.9274 -4.3638 0.38
C 20.2841 27.4246 -2.8583 0.51
C 14.6725 27.9808 2.8582 -1.48
H 14.9210 17.0706 1.0542 0.35
H 18.6323 22.1313 -3.5833 0.33
H 12.1135 24.0647 0.4089 0.29
H 17.2521 18.3630 0.1603 0.38
H 16.4410 20.3889 0.4074 -0.21
C 12.1673 20.4383 -3.8092 -1.26
H 15.6449 22.6090 -3.7280 0.14
H 14.4396 20.1208 -1.6944 -0.14
H 23.0523 21.8177 2.2193 0.36
C 18.5841 23.0128 -5.2339 1.11
C 20.7901 23.2579 0.0313 -0.73
H 15.3645 27.7399 0.2466 0.42
H 11.6008 21.3443 -1.1874 0.24
H 15.7509 24.0283 -0.9558 -0.58
H 15.8740 21.7892 4.7845 0.43
H 14.9013 26.1022 -0.0893 0.10
C 14.6150 26.6194 2.1392 0.82
C 12.2061 23.1853 -0.2284 -0.84
H 16.4243 25.3416 -4.5168 0.45
H 14.1267 24.3317 -2.8835 -0.67
H 16.8846 19.2072 3.8535 0.33
H 17.8912 22.2486 -0.2693 -0.19
H 18.4652 19.2530 3.1971 0.40
C 15.2502 18.1095 1.0312 -1.12
H 18.1434 19.8621 4.9284 0.36
C 22.0722 22.2627 2.0478 -1.28
H 16.1772 23.1531 0.6785 0.24
H 11.4399 21.1458 -3.4114 0.33
C 15.9829 17.8442 -1.3987 -1.76
H 15.2064 21.0954 3.3521 0.27
H 16.3147 26.4978 0.8567 0.35
H 11.7807 19.6911 -4.5022 0.41
H 18.6577 26.0511 -3.1349 0.05
H 17.3099 20.1980 -4.9280 0.25
H 12.4435 19.0296 -2.1810 0.27
H 19.2890 28.9552 -3.9795 0.39
H 14.1957 27.7855 3.8187 0.41
H 16.0149 16.7811 -1.1603 0.45
H 13.9420 28.6579 2.4154 0.37
C 14.6781 24.2875 -3.8227 1.67
C 19.7322 26.0150 -2.9553 -0.59
O 22.9823 22.3543 -0.2193 -0.57
```

structure (SMILES) = CC(C)O.CC(C)O.CC(C)O.CC(C)O.CC(C)O.CC(C)O.CCO.CCO.CCO.CCO.O
energy relative to the best compared isomer or geometry (same formula, charge and spin) = 3.814 eV
gap between HOMO and LUMO = 9.8 eV
net charge = 0



DFT (the ωB97M-V functional and the def2-TZVPD basis) results for a single C7H15NOSi molecule.

Structure (XYZ):
```
25
Properties=species:S:1:pos:R:3:mulliken_charge:R:1
H 1.9480 -2.7444 -1.3931 -0.29
H -0.9095 -3.5413 0.9312 0.32
C -0.4554 1.3611 1.8365 -1.60
C -0.2999 -1.6204 -0.0316 0.54
C -1.0354 -2.9300 0.0951 -1.27
C -0.4591 0.9690 0.3630 2.06
C -1.4367 1.7861 -0.4304 -1.94
O 0.8829 0.9995 -0.1023 -0.13
H 3.3102 2.8749 -0.5861 0.32
H -1.4480 1.2790 2.3165 0.41
H 2.5521 -1.2010 -0.0565 -0.13
C -0.9483 -0.5211 0.3829 -1.17
H -1.1591 2.7834 -0.3649 0.52
H -1.8811 -0.6004 1.0321 0.20
H -0.1052 2.3265 2.2284 0.40
N 2.7452 1.9682 -0.6039 -0.12
H -2.3804 1.6653 -0.0071 0.48
H -1.6345 1.5496 -1.4566 0.41
H 1.1185 -0.8159 -2.2688 -0.13
H 3.1902 1.1637 -1.1235 0.18
H -0.8169 -3.5470 -0.8714 0.27
Si 1.3150 -1.3916 -0.9100 0.57
H -2.1371 -2.8436 0.1451 0.36
H 0.1234 0.5867 2.4914 0.34
C 1.5473 2.1599 -0.2083 -0.59
```

energy relative to the best compared isomer or geometry (same formula, charge and spin) = 3.513 eV
gap between HOMO and LUMO = 9.3 eV
net charge = 0



DFT (the ωB97M-V functional and the def2-TZVPD basis) results for a molecular structure, C55H43N10O3PS2Sc.

Structure (XYZ):
```
115
Properties=species:S:1:pos:R:3:mulliken_charge:R:1
H -3.3019 1.3640 6.2355 0.39
C -5.7306 0.6668 2.5833 -0.79
C 4.0723 0.9517 2.1892 -0.54
C -5.0045 1.7523 0.5353 0.30
H 4.9869 -3.2288 -5.6133 0.39
H -5.0654 3.0987 6.0319 0.39
C 6.1113 2.1946 2.0779 -0.52
C 0.0290 2.1515 -5.4040 -0.34
C -0.6177 -3.6926 2.3341 0.16
C -1.1407 -4.3031 3.4610 -0.01
C 0.6687 2.7423 5.5168 -0.36
C 3.7272 -4.1234 -2.5884 -0.29
C 4.3630 -3.1746 -4.7294 -0.69
C -2.3869 2.7271 3.2872 1.11
H 5.1973 1.5475 3.9144 0.45
H 5.2335 -4.9429 -3.8655 0.39
H -6.7655 2.2864 1.6255 0.40
H 2.0214 -5.7138 1.6233 0.58
H 1.2133 2.6117 -1.1984 0.28
H 2.1568 3.5122 8.4592 0.36
H -0.4488 3.6114 -6.8889 0.41
N 1.6930 -3.5048 -0.3261 -0.58
H -5.1266 2.5005 -0.2375 0.59
N 0.4334 3.0359 -0.7033 -0.28
N -0.1449 -2.2539 0.5936 0.14
C -0.3021 4.9831 0.5709 -1.67
C 0.5077 -4.1869 1.6874 0.08
C -0.4976 -5.4438 3.9177 -0.80
C 1.6294 -1.2096 -2.9878 -0.30
H -0.9309 2.2623 0.5214 -0.11
H -3.4158 4.3122 2.2712 0.47
N 0.0363 2.0751 0.2762 0.84
H -0.8637 -5.9451 4.8049 0.41
C 0.7692 -3.2765 0.5676 -0.08
C 0.6279 -5.9532 3.2600 -0.61
C -3.3849 3.6833 3.1534 -0.14
S -1.7552 -0.9703 5.4441 -0.59
C 1.8522 -2.7493 -1.4172 -0.18
C 0.1870 0.5793 -3.3332 -0.19
H -1.6262 2.6027 2.5251 -0.65
O 2.1404 -0.5410 0.8503 -0.60
C 0.1509 1.0949 7.1838 -0.40
H 1.8291 3.6404 1.7066 0.14
N -0.5633 0.4820 -2.1921 0.32
H 2.0997 4.6804 -1.8975 0.40
H 6.9519 2.6757 2.5625 0.39
H -6.4414 0.6175 3.3987 0.41
C 3.9574 0.9772 0.8017 0.22
H 1.1079 -6.8435 3.6475 0.39
O 4.8444 1.6322 -1.3078 -0.43
C -3.7531 -0.0697 1.5165 0.30
C -3.3231 2.0329 5.3835 -0.65
H 0.4306 5.2429 -2.0578 0.37
C 4.5036 -4.1539 -3.7323 -0.64
C 2.7252 0.3787 0.2084 1.15
C 1.5575 2.9682 7.7389 -0.37
P -0.9999 0.6623 4.6433 0.99
H 1.5927 6.1569 -1.0635 0.43
H -3.1104 3.5316 -3.5126 0.56
N 1.1998 -0.1856 -3.6959 -0.57
C 6.0209 2.2162 0.6952 -0.86
H -5.1249 4.5697 4.0418 0.40
H -0.5730 4.4314 1.4745 0.01
C -4.6497 -0.2004 2.5648 0.21
N -2.5895 1.5308 -1.4092 -0.47
C -0.3562 1.6335 -4.1705 0.35
N 1.1853 -1.6274 -1.7598 0.37
H 2.8979 3.6861 0.2967 0.15
N -2.1196 -1.8294 1.8933 -0.34
H -4.4771 -0.9286 3.3474 0.50
C 0.0225 1.5632 5.8838 0.28
C -3.9118 0.8994 0.5336 -0.10
C -2.7469 0.7846 -0.3453 -0.38
C 2.0721 4.1961 0.7961 -1.44
C -4.3114 2.9977 5.2601 -0.76
C 1.2716 5.1591 -1.3676 -1.96
H 5.6255 2.0626 -1.6699 0.28
C 1.4284 3.4439 6.4388 -0.72
H 1.0222 1.4164 9.1184 0.38
C -2.3464 1.8964 4.3993 -0.24
H 6.7872 2.7073 0.1035 0.31
H -2.4214 4.4863 -5.7043 0.41
H 1.9277 4.3593 6.1443 0.41
C -1.8528 3.6792 -5.2589 -0.73
C 0.9204 1.7934 8.1077 -0.58
H 0.5835 3.0960 4.4958 0.19
H -0.0416 5.9994 0.8738 0.57
S 0.1405 0.5824 2.9924 -0.07
H -0.3513 0.1741 7.4547 0.36
O 2.2171 0.8411 -0.8496 -0.87
C 2.6698 -2.1124 -3.4483 0.27
H 2.4157 5.1843 1.1107 0.52
H -1.1709 5.0243 -0.0895 0.36
C -0.7261 3.1798 -5.9349 -0.61
H 0.8962 1.7570 -5.9179 0.56
C -1.5823 1.3674 -2.2712 -0.13
C 5.1348 1.5625 2.8347 -1.01
C 2.8096 -3.0867 -2.4584 0.30
H 3.8239 -4.8719 -1.8126 0.57
H -1.9962 -3.8768 3.9673 0.56
C -4.3449 3.8246 4.1442 -0.69
C -1.4768 2.1286 -3.5006 0.32
C 4.9446 1.6163 0.0482 1.31
H 0.5584 2.1703 1.1494 -0.41
C 3.4453 -2.1481 -4.6024 -0.18
C -2.2430 3.1566 -4.0408 -0.21
N -1.9197 -0.2077 0.1253 0.37
H 3.3291 -1.3913 -5.3674 0.56
Sc 0.2746 -0.2659 -0.2767 -0.78
C -5.9110 1.6225 1.5756 -0.85
C -2.5125 -0.7767 1.2036 -0.32
C 0.8725 4.3303 -0.1510 1.93
C 1.1463 -5.3323 2.1328 -0.18
H 3.2857 0.4577 2.7476 0.41
C -1.0232 -2.4949 1.5957 -0.14
```

energy relative to the best compared isomer or geometry (same formula, charge and spin) = 0.000 eV
gap between HOMO and LUMO (spin up / spin down) = 5.0 / 5.0 eV
net charge = -1



- Among the records above, which one has the lowest net charge?
  C55H43N10O3PS2Sc



- Which value of energy relative to the best compared isomer or geometry (same formula, charge and spin) does entry 2 give?
  3.814 eV